{"formula": "C3H8N2", "method": "the ωB97M-V functional and the def2-TZVPD basis", "homo_lumo_gap_ev": [8.289, 8.324], "e_above_lowest_ev": 4.932, "lumo_energy_ev": [0.74, 0.73], "species": ["C", "C", "C", "N", "N", "H", "H", "H", "H", "H", "H", "H", "H"], "coordinates": [[0.997, 0.320, 0.225], [-1.042, -1.078, 0.196], [0.517, -1.012, 0.044], [0.576, 1.567, -0.321], [-0.399, 2.271, -0.959], [1.760, 0.449, 0.919], [-1.423, -2.134, 0.608], [-1.707, -0.700, -0.471], [-1.193, -0.419, 1.094], [0.817, -1.583, -0.901], [0.977, -1.737, 0.843], [1.232, 2.348, 0.067], [-1.111, 1.708, -1.344]], "lowdin_charge": [-0.1373, -0.1158, -0.2840, -0.1375, 0.0010, 0.0717, 0.1114, 0.0068, 0.0780, 0.1190, 0.1381, 0.1676, -0.0191]}

=====

{"formula": "C20H26ClN3O4S", "method": "the ωB97M-V functional and the def2-TZVPD basis", "homo_lumo_gap_ev": 8.654, "e_above_lowest_ev": 0.018, "smiles": "CCN(CC)CCNC(=O)c1ccc(Cl)c(S(=O)(=O)Nc2ccccc2OC)c1", "lumo_energy_ev": 0.30, "species": ["C", "H", "H", "H", "C", "N", "C", "H", "C", "N", "C", "O", "C", "C", "C", "C", "C", "C", "H", "H", "Cl", "S", "O", "O", "N", "C", "C", "C", "C", "C", "C", "O", "C", "H", "H", "H", "H", "H", "H", "H", "H", "H", "H", "H", "H", "H", "C", "C", "H", "H", "H", "H", "H", "H", "H"], "coordinates": [[2.219, -6.038, 0.709], [2.422, -6.598, 1.618], [1.752, -6.708, -0.008], [3.168, -5.700, 0.299], [1.305, -4.853, 1.036], [1.046, -3.919, -0.050], [2.161, -3.022, -0.318], [2.072, -2.650, -1.340], [2.092, -1.824, 0.639], [0.753, -1.288, 0.608], [0.476, 0.016, 0.430], [1.338, 0.877, 0.378], [-0.979, 0.349, 0.304], [-1.302, 1.543, -0.337], [-2.616, 1.932, -0.479], [-3.634, 1.110, -0.018], [-3.327, -0.075, 0.641], [-2.005, -0.445, 0.810], [-1.784, -1.351, 1.354], [-4.127, -0.693, 1.014], [-5.256, 1.568, -0.291], [-3.078, 3.489, -1.284], [-3.484, 3.186, -2.622], [-3.977, 4.195, -0.428], [-1.666, 4.352, -1.411], [-0.904, 4.700, -0.284], [-1.494, 5.267, 0.832], [-0.719, 5.599, 1.933], [0.642, 5.369, 1.915], [1.246, 4.802, 0.803], [0.483, 4.463, -0.302], [0.963, 3.884, -1.448], [2.301, 3.437, -1.455], [3.002, 4.268, -1.340], [2.463, 2.691, -0.672], [2.448, 2.978, -2.432], [2.307, 4.613, 0.814], [1.249, 5.625, 2.771], [-1.186, 6.039, 2.801], [-2.559, 5.427, 0.828], [-1.105, 4.060, -2.198], [-0.496, 2.145, -0.721], [0.045, -2.003, 0.514], [2.787, -1.038, 0.338], [2.337, -2.133, 1.662], [3.140, -3.510, -0.222], [0.468, -4.512, -1.247], [-0.879, -5.173, -0.971], [-1.527, -4.492, -0.424], [-0.767, -6.088, -0.397], [-1.357, -5.422, -1.915], [1.144, -5.241, -1.723], [0.309, -3.697, -1.959], [1.748, -4.278, 1.853], [0.343, -5.230, 1.389]], "lowdin_charge": [-0.0756, 0.0740, 0.0639, 0.0662, -0.2417, -0.2162, -0.1730, 0.1224, -0.1497, 0.0757, -0.4349, 0.0622, -0.1021, 0.0256, -0.2443, -0.6356, -0.0749, -0.0120, 0.1147, 0.1095, 0.7816, 0.6292, -0.2782, -0.3079, -0.0447, -0.2331, -0.0154, -0.0815, -0.0842, -0.0125, -0.2276, -0.1063, -0.0726, 0.0946, 0.0783, 0.0971, 0.1076, 0.1025, 0.1024, 0.1018, 0.1198, 0.1076, 0.1170, 0.1213, 0.1159, 0.1168, -0.2587, -0.0835, 0.0732, 0.0638, 0.0740, 0.1150, 0.1151, 0.1093, 0.1081]}

=====

{"formula": "C3H5Cl2O3S", "method": "the ωB97M-V functional and the def2-TZVPD basis", "charge": -1, "homo_lumo_gap_ev": 8.349, "e_above_lowest_ev": 3.155, "smiles": "C[C@]1(CCl)OS1(=O)([O-])Cl", "lumo_energy_ev": 3.29, "species": ["C", "C", "C", "O", "O", "O", "S", "Cl", "Cl", "H", "H", "H", "H", "H"], "coordinates": [[-0.898, -0.679, 1.188], [-0.803, 0.746, -1.149], [-0.196, -0.162, -0.168], [2.329, 0.265, -1.221], [0.351, -1.329, -0.882], [2.252, -1.122, 0.781], [1.535, -0.280, -0.140], [-1.932, 1.777, -0.318], [1.447, 1.624, 0.995], [-0.918, 0.273, 1.692], [-0.065, -1.383, 1.661], [-1.774, -1.065, 0.883], [-1.423, 0.114, -1.836], [0.093, 1.222, -1.486]], "lowdin_charge": [-0.0473, -0.5876, -0.7746, -0.3825, -0.2513, -0.3578, 0.3338, 0.5947, 0.1433, 0.0195, 0.1227, 0.0211, 0.1071, 0.0589]}

=====

{"formula": "C3H4Cl2", "method": "the ωB97M-V functional and the def2-TZVPD basis", "homo_lumo_gap_ev": 10.069, "e_above_lowest_ev": 1.979, "smiles": "C=CC(Cl)Cl", "lumo_energy_ev": 0.39, "species": ["C", "C", "C", "H", "H", "H", "H", "Cl", "Cl"], "coordinates": [[-1.165, -0.025, 0.222], [0.278, 0.237, -0.360], [1.487, -0.231, 0.351], [-1.041, -0.091, 1.253], [0.454, 0.478, -1.384], [1.255, -0.442, 1.352], [2.565, 0.008, -0.042], [-2.113, 1.352, -0.334], [-1.720, -1.287, -1.058]], "lowdin_charge": [-0.9650, -0.2929, 0.0291, 0.0486, 0.0555, 0.0040, 0.0885, 0.5489, 0.4831]}

=====

{"formula": "CHN2O2P", "method": "the ωB97M-V functional and the def2-TZVPD basis", "homo_lumo_gap_ev": 10.461, "e_above_lowest_ev": 0.444, "smiles": "N#CP[N+](=O)[O-]", "lumo_energy_ev": -0.91, "species": ["C", "N", "N", "O", "O", "P", "H"], "coordinates": [[0.660, -1.347, 0.172], [0.832, -2.357, -0.337], [-0.933, 0.776, -0.045], [-1.668, -0.065, -0.495], [-1.073, 1.974, -0.099], [0.507, 0.249, 0.950], [1.673, 0.769, -0.146]], "lowdin_charge": [-0.5388, 0.1066, -0.6492, 0.0267, -0.0044, 0.9907, 0.0685]}